No. 1
Below is a 5-piece molecular cluster, C12H32NO15S4 overall at a distorted geometry, with properties calculated with wB97M-V/def2-TZVPD.

The calculation puts the calculated total energy at -3252.097224 hartree. Its charge is -1. The value obtained for the relative energy (zero: lowest compared OMol25 entry of this formula, charge and spin) is 973.4 kJ/mol. For the largest force on an atom, the calculation gives 14.03 eV/A. For the gap between HOMO and LUMO, the calculation gives 6.96 eV. As for the HOMO energy: -0.184 hartree.

Positions of all 64 atoms, in Å:
N (1.55, -0.01, 2.36)
O (1.24, 1.05, 2.88)
O (2.55, -0.55, 2.88)
O (0.93, -0.38, 1.33)
O (2.15, 4.49, 0.77)
S (1.03, 5.17, 1.41)
O (1.35, 5.87, 2.62)
O (0.72, 6.46, 0.39)
C (1.59, 7.49, 0.42)
C (1.21, 8.39, -0.79)
C (-0.35, 4.21, 1.49)
H (2.59, 6.97, 0.24)
H (1.55, 7.83, 1.35)
H (0.51, 8.83, -0.50)
H (1.27, 7.68, -1.66)
H (2.09, 8.77, -0.82)
H (-0.62, 3.66, 0.68)
H (-1.17, 4.87, 1.93)
H (-0.08, 3.31, 2.11)
O (-0.11, -4.74, 4.09)
S (-1.03, -4.92, 3.02)
O (-2.11, -4.00, 2.95)
O (-0.19, -4.74, 1.64)
C (0.44, -3.53, 1.36)
C (1.21, -3.64, 0.02)
C (-1.59, -6.51, 2.99)
H (1.32, -3.12, 1.95)
H (-0.36, -2.77, 1.46)
H (1.81, -4.56, -0.33)
H (2.02, -3.08, -0.05)
H (0.81, -3.53, -0.95)
H (-2.15, -6.59, 1.99)
H (-2.30, -6.84, 3.71)
H (-0.48, -7.05, 2.93)
O (-6.24, 2.07, 0.55)
S (-5.28, 2.10, -0.59)
O (-4.34, 3.07, -0.53)
O (-4.42, 0.73, -0.55)
C (-3.55, 0.48, 0.55)
C (-2.59, -0.81, 0.42)
C (-6.10, 2.28, -2.11)
H (-4.26, 0.49, 1.37)
H (-2.83, 1.27, 0.57)
H (-3.17, -1.74, 0.49)
H (-1.84, -0.80, 1.02)
H (-2.27, -0.87, -0.58)
H (-5.66, 2.24, -3.13)
H (-6.70, 3.13, -1.91)
H (-6.84, 1.48, -2.17)
O (4.55, -0.82, -2.80)
S (3.12, -1.17, -2.78)
O (2.29, -1.13, -3.90)
O (3.18, -2.79, -2.41)
C (3.90, -3.72, -3.45)
C (3.84, -5.11, -2.81)
C (2.22, -0.46, -1.48)
H (4.79, -3.16, -3.71)
H (3.36, -3.68, -4.48)
H (2.99, -5.56, -2.57)
H (4.43, -5.20, -1.74)
H (4.35, -5.82, -3.54)
H (1.23, -1.05, -1.44)
H (1.82, 0.49, -1.60)
H (2.62, -0.46, -0.54)

Here are the natural (NBO) charges for atoms 1 to 2, given in e: 0.713 -0.547

---

No. 2
Below is a 14-piece molecular cluster, C54H149N13O14 overall at a distorted geometry, with properties calculated with wB97M-V/def2-TZVPD.

The calculation puts the calculated total energy at -3911.411962 hartree. Its charge is 0. The value obtained for the relative energy (zero: lowest compared OMol25 entry of this formula, charge and spin) is 696.7 kJ/mol. For the largest force on an atom, the calculation gives 4.27 eV/A. For the gap between HOMO and LUMO, the calculation gives 8.39 eV. As for the HOMO energy: -0.296 hartree.

Positions of all 230 atoms, in Å:
C (-1.11, 2.07, -0.02)
C (-0.89, 0.69, -0.50)
O (0.47, 0.61, -0.89)
H (-0.65, 2.34, 0.93)
H (-2.17, 2.28, -0.14)
H (-0.57, 2.76, -0.67)
H (-1.60, 0.50, -1.30)
H (-1.16, 0.05, 0.34)
H (1.06, 0.58, -0.14)
C (-2.44, 6.35, -1.27)
C (-1.51, 7.32, -0.53)
C (-0.19, 6.73, -0.01)
O (-0.53, 6.13, 1.18)
C (0.67, 5.67, 1.74)
N (-1.31, 8.35, -1.51)
H (-1.98, 5.85, -2.12)
H (-3.32, 6.85, -1.67)
H (-2.78, 5.51, -0.66)
H (-2.01, 7.79, 0.32)
H (0.54, 7.53, 0.13)
H (0.29, 5.99, -0.64)
H (1.40, 6.46, 1.89)
H (0.98, 4.80, 1.18)
H (0.52, 5.36, 2.78)
H (-0.91, 9.22, -1.19)
H (-2.17, 8.64, -1.96)
C (-6.36, 2.43, 2.22)
C (-5.17, 2.90, 1.38)
C (-5.23, 2.45, -0.11)
O (-4.58, 1.17, -0.30)
C (-5.39, -0.03, 0.02)
N (-5.07, 4.34, 1.55)
H (-7.29, 3.00, 2.20)
H (-6.08, 2.53, 3.26)
H (-6.57, 1.37, 2.09)
H (-4.25, 2.47, 1.76)
H (-4.60, 3.07, -0.75)
H (-6.21, 2.67, -0.53)
H (-6.46, 0.04, 0.22)
H (-5.19, -0.42, 1.02)
H (-5.18, -0.85, -0.66)
H (-5.13, 4.77, 2.46)
H (-4.22, 4.65, 1.11)
C (1.71, 8.12, -3.85)
C (0.54, 7.29, -4.41)
C (0.38, 5.90, -3.79)
O (-0.72, 5.27, -4.36)
C (-0.60, 3.84, -4.43)
N (-0.57, 8.08, -4.05)
H (2.67, 7.77, -4.23)
H (1.72, 7.95, -2.77)
H (1.60, 9.18, -4.03)
H (0.60, 7.34, -5.49)
H (0.41, 5.94, -2.70)
H (1.34, 5.47, -4.07)
H (0.39, 3.43, -4.60)
H (-1.42, 3.41, -5.01)
H (-0.82, 3.31, -3.50)
H (-0.64, 8.15, -3.05)
H (-1.29, 7.40, -4.26)
C (8.12, -4.37, -0.67)
C (8.09, -3.47, 0.52)
C (6.92, -2.57, 0.44)
O (7.14, -1.45, 1.34)
C (6.06, -0.51, 1.55)
N (8.14, -4.11, 1.79)
H (7.98, -3.89, -1.64)
H (7.44, -5.21, -0.58)
H (9.02, -4.98, -0.73)
H (8.91, -2.80, 0.25)
H (5.99, -3.11, 0.62)
H (6.80, -2.05, -0.52)
H (5.34, -0.96, 2.23)
H (5.64, -0.28, 0.57)
H (6.37, 0.42, 2.01)
H (8.99, -4.62, 1.98)
H (8.09, -3.42, 2.53)
C (3.23, 3.57, -2.29)
C (4.75, 3.44, -2.18)
C (5.36, 2.01, -2.25)
O (6.73, 2.03, -1.99)
C (7.15, 2.42, -0.75)
N (5.26, 4.30, -3.23)
H (2.85, 3.25, -3.27)
H (2.92, 4.61, -2.23)
H (2.80, 2.91, -1.53)
H (4.94, 3.89, -1.20)
H (5.10, 1.73, -3.27)
H (4.97, 1.35, -1.47)
H (6.63, 3.22, -0.23)
H (8.19, 2.75, -0.69)
H (7.04, 1.45, -0.27)
H (4.82, 3.89, -4.04)
H (6.26, 4.12, -3.30)
C (0.21, -4.69, 9.62)
C (0.12, -4.78, 8.07)
C (0.08, -3.31, 7.48)
O (-0.20, -3.37, 6.06)
C (0.23, -2.12, 5.44)
N (1.22, -5.59, 7.52)
H (0.45, -5.60, 10.18)
H (-0.71, -4.28, 10.04)
H (0.99, -3.96, 9.80)
H (-0.78, -5.37, 7.90)
H (1.03, -2.82, 7.70)
H (-0.79, -2.78, 7.86)
H (0.00, -2.35, 4.40)
H (1.31, -1.98, 5.46)
H (-0.37, -1.26, 5.71)
H (1.16, -6.49, 7.97)
H (1.21, -5.82, 6.54)
C (-3.59, -3.10, 1.42)
C (-4.47, -4.27, 1.23)
C (-6.03, -4.01, 1.15)
O (-6.60, -3.39, 2.34)
C (-6.52, -4.22, 3.53)
N (-3.94, -4.86, 0.01)
H (-4.13, -2.32, 1.95)
H (-3.32, -2.51, 0.55)
H (-2.71, -3.37, 1.99)
H (-4.14, -4.92, 2.04)
H (-6.50, -4.95, 0.85)
H (-6.13, -3.28, 0.35)
H (-7.03, -3.70, 4.34)
H (-5.53, -4.20, 3.97)
H (-7.00, -5.20, 3.47)
H (-2.95, -4.70, 0.08)
H (-3.91, -5.86, 0.12)
C (6.70, -1.50, -4.22)
C (5.11, -1.55, -4.35)
C (4.43, -2.34, -3.21)
O (4.92, -3.69, -3.05)
C (4.83, -4.66, -4.06)
N (4.51, -0.24, -4.51)
H (7.05, -2.49, -4.50)
H (7.05, -1.16, -3.25)
H (7.23, -0.95, -4.99)
H (4.96, -2.06, -5.30)
H (3.35, -2.39, -3.37)
H (4.50, -1.83, -2.25)
H (5.63, -4.68, -4.79)
H (3.93, -4.46, -4.64)
H (4.73, -5.66, -3.63)
H (3.56, -0.20, -4.17)
H (4.30, -0.14, -5.49)
C (-5.33, 0.18, -5.08)
C (-5.57, 0.75, -3.69)
C (-6.98, 0.56, -3.02)
O (-7.35, -0.82, -3.28)
C (-8.57, -1.31, -2.79)
N (-4.41, 0.55, -2.82)
H (-6.09, 0.48, -5.80)
H (-5.40, -0.91, -4.97)
H (-4.35, 0.10, -5.56)
H (-5.43, 1.81, -3.88)
H (-7.66, 1.10, -3.67)
H (-6.96, 0.93, -2.00)
H (-8.72, -1.26, -1.71)
H (-8.59, -2.32, -3.20)
H (-9.40, -0.79, -3.27)
H (-4.38, -0.45, -2.70)
H (-4.44, 0.95, -1.89)
C (1.69, -2.89, 2.16)
C (1.37, -1.55, 1.49)
C (2.52, -0.46, 1.58)
O (1.91, 0.77, 1.09)
C (2.65, 1.97, 1.41)
N (1.16, -2.00, 0.07)
H (0.98, -3.66, 1.86)
H (1.89, -2.89, 3.23)
H (2.65, -3.18, 1.76)
H (0.45, -1.09, 1.84)
H (3.44, -0.61, 1.02)
H (2.69, -0.45, 2.66)
H (3.73, 1.88, 1.25)
H (2.38, 2.50, 2.32)
H (2.38, 2.72, 0.67)
H (2.03, -2.45, -0.19)
H (0.92, -1.24, -0.55)
C (-0.08, -4.77, -2.09)
C (-0.07, -5.90, -1.10)
C (1.28, -6.41, -0.74)
O (2.03, -5.38, -0.13)
C (3.29, -5.86, 0.08)
N (-0.80, -5.52, 0.15)
H (0.30, -5.08, -3.06)
H (0.51, -3.95, -1.68)
H (-1.10, -4.47, -2.32)
H (-0.66, -6.73, -1.51)
H (1.91, -6.77, -1.56)
H (1.32, -7.28, -0.07)
H (3.81, -6.20, -0.82)
H (3.56, -6.43, 0.97)
H (3.73, -4.89, 0.30)
H (-0.59, -4.67, 0.65)
H (-0.34, -6.11, 0.83)
C (0.40, -1.03, -4.81)
C (-1.22, -1.08, -4.74)
C (-1.80, -2.00, -3.75)
O (-3.19, -2.20, -3.77)
C (-3.76, -2.83, -2.62)
N (-1.68, 0.19, -4.37)
H (0.82, -0.35, -4.07)
H (0.77, -0.70, -5.78)
H (0.88, -2.01, -4.69)
H (-1.61, -1.32, -5.73)
H (-1.25, -1.87, -2.81)
H (-1.29, -2.89, -4.11)
H (-4.82, -2.56, -2.61)
H (-3.33, -2.48, -1.69)
H (-3.66, -3.91, -2.73)
H (-2.67, 0.17, -4.14)
H (-1.30, 0.47, -3.48)
C (-2.29, 0.93, 7.47)
C (-1.81, 2.29, 7.04)
C (-1.88, 2.59, 5.52)
O (-1.14, 1.57, 4.92)
C (-0.08, 2.10, 4.17)
N (-2.40, 3.25, 7.93)
H (-1.66, 0.12, 7.11)
H (-3.28, 0.78, 7.03)
H (-2.50, 0.83, 8.54)
H (-0.77, 2.40, 7.35)
H (-1.57, 3.61, 5.35)
H (-2.95, 2.42, 5.36)
H (-0.30, 2.89, 3.45)
H (0.37, 1.27, 3.61)
H (0.71, 2.41, 4.86)
H (-3.41, 3.37, 7.88)
H (-2.09, 4.15, 7.59)

Here are the Löwdin charges for atoms 1 to 2, given in e: -0.076 -0.314

---

No. 3
Below is C32H45ClFMg2N2O9 as an isolated structure at a distorted geometry, with properties calculated with wB97M-V/def2-TZVPD.

The calculation puts the calculated total energy at -2992.264547 hartree. Its charge is +1. The value obtained for the relative energy (zero: lowest compared OMol25 entry of this formula, charge and spin) is 651.2 kJ/mol. For the largest force on an atom, the calculation gives 4.86 eV/A. For the gap between HOMO and LUMO, the calculation gives 1.62 eV. As for the HOMO energy: -0.331 hartree.

Positions of all 92 atoms, in Å:
C (-2.57, -1.04, 10.23)
C (-2.65, -1.99, 9.10)
C (-4.04, -2.41, 8.29)
C (-4.95, -1.09, 7.93)
C (-4.11, 0.14, 7.23)
C (-3.29, -0.52, 5.97)
C (-3.17, 0.44, 4.64)
C (-1.56, 0.52, 4.21)
H (-3.39, -1.09, 11.09)
H (-1.65, -0.28, 10.29)
H (-1.64, -2.53, 8.77)
H (-3.63, -2.94, 7.31)
H (-5.73, -1.45, 7.10)
H (-5.54, -0.75, 8.91)
H (-4.85, 1.01, 6.92)
H (-3.38, 0.58, 8.04)
H (-3.85, -1.50, 5.64)
H (-2.24, -0.87, 6.41)
H (-3.62, 1.52, 4.77)
H (-3.72, -0.12, 3.75)
H (-1.50, 0.15, 3.07)
H (-1.14, 1.63, 4.32)
H (-0.89, -0.25, 4.82)
Mg (-4.41, -4.33, 6.77)
Cl (-3.13, 2.63, 7.58)
N (-1.70, 1.37, -1.03)
C (-2.96, 0.83, -1.07)
C (-3.57, 1.12, 0.13)
C (-2.65, 1.85, 0.92)
C (-1.50, 1.99, 0.17)
H (-1.02, 1.31, -1.78)
H (-3.31, 0.30, -1.94)
H (-4.58, 0.83, 0.41)
H (-2.81, 2.23, 1.92)
H (-0.56, 2.48, 0.40)
F (0.45, 1.71, 5.40)
O (-3.69, -1.35, 13.35)
H (-3.77, -2.24, 12.98)
H (-3.09, -1.46, 14.10)
Mg (-0.84, -0.52, -1.79)
C (2.47, 4.11, -4.25)
C (1.21, 4.88, -4.65)
C (-0.04, 4.41, -3.92)
C (-0.43, 3.04, -4.30)
N (-0.74, 1.96, -4.59)
H (2.39, 3.05, -4.53)
H (3.34, 4.53, -4.76)
H (2.64, 4.17, -3.17)
H (1.07, 4.80, -5.74)
H (1.37, 5.94, -4.42)
H (-0.87, 5.09, -4.16)
H (0.11, 4.46, -2.83)
C (3.85, -4.83, -4.85)
C (2.94, -5.75, -5.20)
C (1.50, -5.42, -5.24)
O (0.67, -6.26, -5.56)
C (1.10, -4.05, -4.88)
C (2.01, -3.13, -4.52)
C (3.45, -3.45, -4.49)
O (4.28, -2.61, -4.17)
H (4.91, -5.05, -4.81)
H (3.22, -6.76, -5.47)
H (0.04, -3.83, -4.91)
H (1.73, -2.12, -4.26)
O (2.37, -3.89, -0.98)
C (2.15, -3.83, 0.23)
O (3.17, -3.64, 1.10)
C (3.01, -3.36, 2.50)
C (2.84, -4.65, 3.29)
C (0.77, -4.04, 0.77)
H (2.19, -2.66, 2.67)
H (3.92, -2.86, 2.83)
H (1.94, -5.19, 3.00)
H (2.77, -4.43, 4.37)
H (3.69, -5.31, 3.12)
H (0.58, -5.11, 0.87)
H (0.05, -3.61, 0.06)
H (0.58, -3.54, 1.72)
C (3.91, 5.20, -8.38)
C (3.80, 5.75, -9.59)
C (3.00, 5.10, -10.67)
O (2.90, 5.64, -11.76)
C (2.37, 3.81, -10.37)
C (2.48, 3.25, -9.16)
C (3.25, 3.92, -8.07)
O (3.33, 3.39, -6.97)
O (1.89, 2.04, -8.88)
O (4.41, 6.96, -9.88)
H (4.48, 5.66, -7.58)
H (1.81, 3.34, -11.17)
H (2.12, 1.85, -7.94)
H (4.18, 7.15, -10.82)

Here are the Löwdin charges for atoms 1 to 2, given in e: 0.084 -0.125

---

No. 4
Below is one molecule with the formula C21H24N2O5S at a distorted geometry, with properties calculated with wB97M-V/def2-TZVPD.

The calculation puts the calculated total energy at -1698.570818 hartree. Its charge is 0. The value obtained for the relative energy (zero: lowest compared OMol25 entry of this formula, charge and spin) is 85.7 kJ/mol. The structure (SMILES) is CCS(=O)(=O)N1Cc2ccccc2C[C@H]1C(=O)OCC(=O)Nc1ccc(C)cc1. For the largest force on an atom, the calculation gives 1.43 eV/A. For the gap between HOMO and LUMO, the calculation gives 8.24 eV. As for the HOMO energy: -0.292 hartree.

Positions of all 53 atoms, in Å:
C (-0.62, 4.20, 0.32)
C (-0.03, 3.33, -0.76)
S (-0.21, 1.58, -0.29)
O (0.35, 1.42, 1.03)
O (0.32, 0.78, -1.35)
N (-1.87, 1.44, -0.16)
C (-2.56, 0.91, -1.33)
C (-3.35, -0.33, -1.06)
C (-3.42, -1.38, -1.96)
C (-4.18, -2.50, -1.66)
C (-4.88, -2.57, -0.47)
C (-4.80, -1.53, 0.44)
C (-4.05, -0.40, 0.15)
C (-3.85, 0.73, 1.11)
C (-2.34, 1.03, 1.15)
C (-1.64, -0.23, 1.66)
O (-1.64, -0.56, 2.82)
O (-1.12, -0.94, 0.67)
C (-0.54, -2.20, 0.97)
C (0.93, -2.34, 0.54)
O (1.34, -3.42, 0.18)
N (1.64, -1.20, 0.68)
C (2.98, -0.98, 0.35)
C (3.48, 0.31, 0.52)
C (4.80, 0.59, 0.22)
C (5.65, -0.39, -0.25)
C (7.08, -0.09, -0.59)
C (5.15, -1.68, -0.42)
C (3.83, -1.98, -0.13)
H (-0.44, 5.25, 0.11)
H (-1.70, 4.04, 0.39)
H (-0.17, 3.95, 1.28)
H (-0.53, 3.43, -1.72)
H (1.04, 3.49, -0.88)
H (-1.80, 0.72, -2.09)
H (-3.23, 1.70, -1.70)
H (-2.86, -1.33, -2.88)
H (-4.23, -3.32, -2.36)
H (-5.47, -3.44, -0.23)
H (-5.33, -1.59, 1.39)
H (-4.19, 0.48, 2.11)
H (-4.37, 1.63, 0.77)
H (-2.12, 1.84, 1.86)
H (-1.12, -2.97, 0.44)
H (-0.61, -2.37, 2.05)
H (1.14, -0.36, 0.95)
H (2.82, 1.08, 0.89)
H (5.17, 1.60, 0.36)
H (7.74, -0.85, -0.19)
H (7.21, -0.07, -1.67)
H (7.38, 0.88, -0.19)
H (5.80, -2.46, -0.79)
H (3.45, -2.98, -0.26)

Here are the natural (NBO) charges for atoms 1 to 2, given in e: -0.629 -0.633

---

No. 5
Below is BrClH4Si2 as an isolated structure at a distorted geometry, with properties calculated with wB97M-V/def2-TZVPD.

The calculation puts the calculated total energy at -3615.571542 hartree. Its charge is 0. The value obtained for the relative energy (zero: lowest compared OMol25 entry of this formula, charge and spin) is 214.7 kJ/mol. For the largest force on an atom, the calculation gives 3.55 eV/A. For the gap between HOMO and LUMO, the calculation gives 8.90 eV. As for the HOMO energy: -0.375 hartree.

Positions of all 8 atoms, in Å:
Si (1.13, 0.37, -0.36)
Si (-0.98, -0.01, 0.72)
Cl (-1.38, -2.32, -0.71)
Br (-2.62, 1.48, 0.14)
H (1.73, 1.61, -0.63)
H (2.03, -0.42, 0.51)
H (1.43, -0.32, -1.74)
H (-1.33, -0.39, 2.06)

Here are the natural (NBO) charges for atoms 1 to 2, given in e: 0.403 0.875

---

No. 6
Below is a 2-piece molecular cluster, C3H3ClN2 overall at a distorted geometry, with properties calculated with wB97M-V/def2-TZVPD.

The calculation puts the calculated total energy at -685.647910 hartree. Its charge is 0. The value obtained for the relative energy (zero: lowest compared OMol25 entry of this formula, charge and spin) is 439.8 kJ/mol. For the largest force on an atom, the calculation gives 3.76 eV/A. For the gap between HOMO and LUMO (spin up / spin down), the calculation gives 6.81 / 8.75 eV. As for the HOMO energy (spin up / spin down): -0.289 / -0.317 hartree.

Positions of all 9 atoms, in Å:
C (-1.00, 1.04, -0.87)
C (1.06, -0.50, 0.62)
C (-1.43, 0.05, -0.03)
N (-0.63, 1.84, -1.63)
N (1.56, -0.89, -0.42)
Cl (-1.69, 0.57, 1.56)
H (1.11, -0.24, 1.61)
H (-1.51, -0.99, -0.21)
H (2.54, -0.89, -0.62)

Here are the natural (NBO) charges for atoms 1 to 2, given in e: 0.182 0.200

---

Q: Among the records above, which one has the highest relative energy (zero: lowest compared OMol25 entry of this formula, charge and spin)?
A: C12H32NO15S4